Computed, not measured: the molecule C2H2Cl4, with ωB97M-V/def2-TZVPD.

Summary:
highest occupied orbital energy	-0.410	hartree
structure (SMILES)	ClCC(Cl)(Cl)Cl

Positions of all 8 atoms, in Å:
1 Cl 2.39 0.15 0.39
2 C 0.64 -0.08 1.01
3 C -0.43 -0.03 -0.01
4 Cl -0.06 -1.40 -1.06
5 Cl -0.55 1.54 -0.83
6 Cl -1.92 -0.23 0.94
7 H 0.67 -0.91 1.70
8 H 0.51 0.74 1.72

Now the natural (NBO) charges, all in e: Cl -0.077; C -0.411; C -0.129; Cl 0.046; Cl 0.048; Cl 0.032; H 0.253; H 0.238

Computed, not measured: a cluster of 2 separate species, C3H4Cl2N2 in total, with ωB97M-V/def2-TZVPD.

Summary:
highest occupied orbital energy	-0.317	hartree
structure (SMILES)	NC=C(Cl)Cl.C#N

Positions of all 11 atoms, in Å:
1 N 1.54 -0.89 0.35
2 C 0.62 -0.86 -0.64
3 C -0.69 -0.72 -0.41
4 Cl -1.42 -1.37 1.12
5 Cl -1.90 -0.23 -1.62
6 H 1.17 -1.06 1.23
7 H 2.48 -0.56 0.16
8 H 0.87 -0.67 -1.64
9 C -0.88 2.15 0.46
10 N -1.67 2.33 1.27
11 H -0.13 1.89 -0.27

Atomic partial charges in e from the natural (NBO) method, atoms 1 to 8: N -0.802; C -0.056; C -0.137; Cl -0.033; Cl 0.005; H 0.403; H 0.406; H 0.221

Computed, not measured: the molecule C5H8N2, with ωB97M-V/def2-TZVPD.

Summary:
highest occupied orbital energy (spin up / spin down)	-0.330 / -0.306	hartree

Positions of all 15 atoms, in Å:
1 C 0.01 -1.22 0.82
2 C 0.35 -0.35 -0.23
3 C 1.79 0.02 -0.52
4 N -0.61 -0.09 -1.29
5 C -0.69 0.98 -0.34
6 C -1.63 0.88 0.80
7 N -2.59 1.59 0.63
8 H -1.30 -0.03 1.49
9 H 0.76 -1.47 1.57
10 H -0.82 -1.92 0.73
11 H 2.28 -0.76 -1.10
12 H 1.84 0.95 -1.09
13 H 2.35 0.16 0.41
14 H -1.40 -0.72 -1.21
15 H -0.36 1.97 -0.68

Atomic partial charges in e from the natural (NBO) method, atoms 1 to 8: C -0.403; C 0.046; C -0.606; N -0.578; C -0.049; C -0.058; N -0.213; H 0.196

Computed, not measured: a structure of composition C35H31F6N7RuSbSe, with ωB97M-V/def2-TZVPD.

Summary:
<S²>	0.77
2S+1	2
highest occupied orbital energy (spin up / spin down)	-0.247 / -0.258	hartree

Positions of all 82 atoms, in Å:
1 Ru -0.79 -0.69 0.03
2 C 4.21 -2.86 -4.56
3 C 3.41 -2.43 -3.37
4 C 3.69 -2.91 -2.09
5 C 2.94 -2.52 -1.00
6 C 1.88 -1.60 -1.09
7 N 1.17 -1.23 0.05
8 C 1.97 -0.84 1.14
9 C 3.27 -0.32 0.97
10 C 4.02 0.17 2.01
11 C 3.53 0.20 3.32
12 C 4.32 0.78 4.46
13 C 2.24 -0.28 3.50
14 C 1.50 -0.81 2.45
15 N 0.21 -1.31 2.77
16 C -0.12 -2.03 3.86
17 C -1.50 -2.07 3.93
18 C -1.93 -1.34 2.82
19 N -0.90 -0.88 2.13
20 C 1.60 -1.16 -2.38
21 C 2.34 -1.57 -3.49
22 N 0.51 -0.26 -2.62
23 C 0.44 0.77 -3.46
24 C -0.89 1.17 -3.52
25 C -1.55 0.30 -2.66
26 N -0.70 -0.58 -2.12
27 H 5.26 -2.99 -4.30
28 H 4.16 -2.12 -5.36
29 H 3.85 -3.81 -4.97
30 H 4.50 -3.61 -1.95
31 H 3.17 -2.92 -0.02
32 H 3.68 -0.28 -0.03
33 H 5.01 0.55 1.81
34 H 5.37 0.88 4.19
35 H 4.25 0.16 5.35
36 H 3.95 1.78 4.73
37 H 1.79 -0.25 4.49
38 H 0.64 -2.46 4.48
39 H -2.10 -2.56 4.67
40 H -2.93 -1.14 2.47
41 H 2.05 -1.19 -4.47
42 H 1.32 1.15 -3.95
43 H -1.30 1.98 -4.09
44 H -2.60 0.22 -2.43
45 C 1.10 4.86 0.76
46 N -0.22 4.46 0.32
47 C -0.64 3.19 0.11
48 Se 0.45 1.69 0.21
49 N -1.93 3.25 -0.23
50 C -2.37 4.56 -0.25
51 C -3.60 5.13 -0.55
52 C -3.68 6.51 -0.49
53 C -2.57 7.30 -0.15
54 C -1.34 6.72 0.15
55 C -1.27 5.34 0.09
56 H 1.66 3.98 1.03
57 H 1.01 5.52 1.62
58 H 1.62 5.39 -0.04
59 H -2.51 2.43 -0.37
60 H -4.45 4.51 -0.80
61 H -4.61 7.00 -0.72
62 H -2.67 8.37 -0.11
63 H -0.48 7.33 0.41
64 C -1.57 -2.22 -0.04
65 C -1.45 -3.66 -0.20
66 C -0.37 -4.23 -0.88
67 C -0.23 -5.60 -0.93
68 C -1.18 -6.41 -0.32
69 C -2.28 -5.86 0.32
70 C -2.43 -4.48 0.36
71 H 0.35 -3.58 -1.36
72 H 0.61 -6.04 -1.46
73 H -1.06 -7.49 -0.33
74 H -3.03 -6.50 0.77
75 H -3.28 -4.02 0.84
76 F -2.78 0.64 0.32
77 Sb -4.71 0.47 0.09
78 F -4.68 -1.10 1.11
79 F -4.89 1.51 1.64
80 F -6.56 0.41 -0.18
81 F -4.52 2.07 -0.93
82 F -4.39 -0.51 -1.49

Atomic partial charges in e from the Mulliken method, atoms 1 to 8: Ru 0.942; C -1.626; C 0.450; C -0.894; C 0.413; C -2.252; N 0.902; C -0.131

Computed, not measured: a cluster of 9 separate species, H18O9 in total, with ωB97M-V/def2-TZVPD.

Summary:
highest occupied orbital energy	-0.360	hartree
structure (SMILES)	O.O.O.O.O.O.O.O.O

Positions of all 27 atoms, in Å:
1 O -0.86 0.08 0.47
2 H -0.68 -0.31 -0.40
3 H -0.48 -0.55 1.09
4 O 1.46 1.45 2.31
5 H 1.44 2.40 2.17
6 H 2.34 1.28 2.68
7 O -2.81 0.37 -0.91
8 H -2.82 0.34 -1.87
9 H -3.74 0.31 -0.66
10 O 0.75 2.87 0.78
11 H 0.02 3.44 0.51
12 H 1.18 2.62 -0.05
13 O -2.25 -0.67 5.03
14 H -2.76 -0.44 4.25
15 H -1.78 -1.48 4.78
16 O -1.86 -0.27 -3.45
17 H -1.66 -1.21 -3.56
18 H -1.82 0.08 -4.34
19 O 2.70 -0.46 -0.45
20 H 2.06 -1.07 -0.07
21 H 2.18 0.08 -1.06
22 O 0.72 0.11 -2.03
23 H 1.03 1.01 -1.86
24 H 0.03 0.22 -2.70
25 O 2.50 -3.28 -0.59
26 H 3.08 -2.93 0.10
27 H 2.04 -4.01 -0.16

Atomic partial charges in e from the natural (NBO) method, atoms 1 to 8: O -0.932; H 0.472; H 0.455; O -0.950; H 0.484; H 0.448; O -0.943; H 0.475

Computed, not measured: a cluster of 3 separate species, C4H13N3 in total, with ωB97M-V/def2-TZVPD.

Summary:
total charge	+2
highest occupied orbital energy	-0.611	hartree

Positions of all 20 atoms, in Å:
1 C -0.44 -1.61 1.17
2 C -0.02 -0.73 0.06
3 C 0.55 0.68 0.36
4 C 0.07 1.26 1.56
5 N 0.85 2.03 2.33
6 N 1.95 1.05 0.13
7 N -1.49 -1.51 -3.38
8 H -1.43 -2.07 1.13
9 H 0.32 -2.23 1.62
10 H -1.07 -0.45 0.31
11 H -0.03 -0.73 -1.03
12 H -0.91 0.98 1.96
13 H 0.84 1.74 3.32
14 H 1.15 3.01 2.29
15 H -0.20 1.67 -0.71
16 H 2.21 0.64 -0.75
17 H 2.41 0.82 0.99
18 H -0.94 -0.90 -3.99
19 H -1.41 -2.46 -3.73
20 H -2.42 -1.17 -3.64

Atomic partial charges in e from the natural (NBO) method, atoms 1 to 8: C 0.211; C -0.585; C -0.076; C 0.308; N -0.738; N -0.781; N -1.085; H 0.254

Repeat the fourth record exactly.
Computed, not measured: a structure of composition C35H31F6N7RuSbSe, with ωB97M-V/def2-TZVPD.

Summary:
<S²>	0.77
2S+1	2
highest occupied orbital energy (spin up / spin down)	-0.247 / -0.258	hartree

Positions of all 82 atoms, in Å:
1 Ru -0.79 -0.69 0.03
2 C 4.21 -2.86 -4.56
3 C 3.41 -2.43 -3.37
4 C 3.69 -2.91 -2.09
5 C 2.94 -2.52 -1.00
6 C 1.88 -1.60 -1.09
7 N 1.17 -1.23 0.05
8 C 1.97 -0.84 1.14
9 C 3.27 -0.32 0.97
10 C 4.02 0.17 2.01
11 C 3.53 0.20 3.32
12 C 4.32 0.78 4.46
13 C 2.24 -0.28 3.50
14 C 1.50 -0.81 2.45
15 N 0.21 -1.31 2.77
16 C -0.12 -2.03 3.86
17 C -1.50 -2.07 3.93
18 C -1.93 -1.34 2.82
19 N -0.90 -0.88 2.13
20 C 1.60 -1.16 -2.38
21 C 2.34 -1.57 -3.49
22 N 0.51 -0.26 -2.62
23 C 0.44 0.77 -3.46
24 C -0.89 1.17 -3.52
25 C -1.55 0.30 -2.66
26 N -0.70 -0.58 -2.12
27 H 5.26 -2.99 -4.30
28 H 4.16 -2.12 -5.36
29 H 3.85 -3.81 -4.97
30 H 4.50 -3.61 -1.95
31 H 3.17 -2.92 -0.02
32 H 3.68 -0.28 -0.03
33 H 5.01 0.55 1.81
34 H 5.37 0.88 4.19
35 H 4.25 0.16 5.35
36 H 3.95 1.78 4.73
37 H 1.79 -0.25 4.49
38 H 0.64 -2.46 4.48
39 H -2.10 -2.56 4.67
40 H -2.93 -1.14 2.47
41 H 2.05 -1.19 -4.47
42 H 1.32 1.15 -3.95
43 H -1.30 1.98 -4.09
44 H -2.60 0.22 -2.43
45 C 1.10 4.86 0.76
46 N -0.22 4.46 0.32
47 C -0.64 3.19 0.11
48 Se 0.45 1.69 0.21
49 N -1.93 3.25 -0.23
50 C -2.37 4.56 -0.25
51 C -3.60 5.13 -0.55
52 C -3.68 6.51 -0.49
53 C -2.57 7.30 -0.15
54 C -1.34 6.72 0.15
55 C -1.27 5.34 0.09
56 H 1.66 3.98 1.03
57 H 1.01 5.52 1.62
58 H 1.62 5.39 -0.04
59 H -2.51 2.43 -0.37
60 H -4.45 4.51 -0.80
61 H -4.61 7.00 -0.72
62 H -2.67 8.37 -0.11
63 H -0.48 7.33 0.41
64 C -1.57 -2.22 -0.04
65 C -1.45 -3.66 -0.20
66 C -0.37 -4.23 -0.88
67 C -0.23 -5.60 -0.93
68 C -1.18 -6.41 -0.32
69 C -2.28 -5.86 0.32
70 C -2.43 -4.48 0.36
71 H 0.35 -3.58 -1.36
72 H 0.61 -6.04 -1.46
73 H -1.06 -7.49 -0.33
74 H -3.03 -6.50 0.77
75 H -3.28 -4.02 0.84
76 F -2.78 0.64 0.32
77 Sb -4.71 0.47 0.09
78 F -4.68 -1.10 1.11
79 F -4.89 1.51 1.64
80 F -6.56 0.41 -0.18
81 F -4.52 2.07 -0.93
82 F -4.39 -0.51 -1.49

Atomic partial charges in e from the Mulliken method, atoms 1 to 8: Ru 0.942; C -1.626; C 0.450; C -0.894; C 0.413; C -2.252; N 0.902; C -0.131

Which formula does entry 4 have? C35H31F6N7RuSbSe